The following is a quantum chemistry calculation of a 2-piece molecular cluster, C2H3NO2 overall, from the OMol25 dataset.

```
8
Properties=species:S:1:pos:R:3:forces:R:3:nbo_charge:R:1
C -1.9148 0.2132 -0.2891 2.28 -0.43 1.68 0.395
C 0.7457 0.3253 0.5807 -0.79 -1.78 0.36 0.160
N 1.1307 -0.8253 -0.2202 -1.26 -2.21 0.92 -0.370
O -2.5099 -0.7724 -0.3548 -0.91 -0.66 -0.41 -0.443
O 1.3161 0.4958 -0.6151 1.03 3.48 -1.24 -0.378
H -1.9576 1.2034 -0.6700 -0.62 1.19 -0.93 0.141
H 1.1338 0.5655 1.5945 0.09 0.16 -0.92 0.170
H 2.0559 -1.2054 -0.0260 0.17 0.25 0.55 0.324
```
Forces are in eV/Å.

Computed properties:
HOMO energy (spin up / spin down) = -7.71 / -8.58 eV
LUMO energy (spin up / spin down) = 0.012 / 0.029 hartree
Kohn-Sham gap (spin up / spin down) = 8.0 / 9.4 eV
relative energy (zero: lowest compared OMol25 entry of this formula, charge and spin) = 7.5090 eV

=====

The following is a quantum chemistry calculation of an isolated molecule of C2H3NO2, from the OMol25 dataset.

```
8
Properties=species:S:1:pos:R:3:forces:R:3:nbo_charge:R:1
C 2.0672 -0.0966 0.0879 -1.08 -0.57 -0.47 -0.120
N 0.8444 -0.4696 -0.0897 1.73 0.85 -0.15 -0.102
O 0.0298 0.6989 -0.0944 0.10 0.01 0.36 -0.410
C -1.2855 0.4066 0.0148 -0.31 -1.38 0.36 0.635
O -1.7618 -0.6907 0.0482 0.16 0.54 -0.11 -0.537
H 2.8077 -0.9283 -0.0486 -0.66 1.10 0.49 0.213
H 2.3137 0.9780 0.2862 0.04 -1.12 -0.28 0.195
H -1.8661 1.3116 0.1443 0.01 0.57 -0.21 0.126
```
Forces are in eV/Å.

Computed properties:
structure (SMILES) = C=NOC=O
HOMO energy = -10.66 eV
LUMO energy = 0.027 hartree
Kohn-Sham gap = 11.4 eV
relative energy (zero: lowest compared OMol25 entry of this formula, charge and spin) = 2.4099 eV

=====

The following is a quantum chemistry calculation of a 2-piece molecular cluster, C2H3NO2 overall, from the OMol25 dataset.

```
8
Properties=species:S:1:pos:R:3:forces:R:3:nbo_charge:R:1
C -0.6110 -0.1040 1.9555 -1.56 -0.32 -3.96 -0.029
N -1.2244 -0.1293 0.9819 1.40 -0.28 1.14 0.230
O -1.6498 -0.2381 -0.1080 -1.29 0.01 -1.85 -0.410
H -0.3699 0.0028 2.8882 1.32 0.56 4.70 0.217
C 0.9386 0.1340 -1.4050 0.07 -2.34 -0.58 0.302
O 1.2076 0.7081 -0.3966 -0.09 -0.58 0.79 -0.513
H 1.0090 0.6776 -2.3182 -0.25 0.56 -1.35 0.103
H 0.6999 -1.0511 -1.5978 0.39 2.39 1.11 0.101
```
Forces are in eV/Å.

Computed properties:
structure (SMILES) = C#[N+][O-].C=O
HOMO energy = -9.83 eV
LUMO energy = 0.038 hartree
Kohn-Sham gap = 10.8 eV
relative energy (zero: lowest compared OMol25 entry of this formula, charge and spin) = 4.7273 eV

=====

The following is a quantum chemistry calculation of an isolated molecule of C2H3NO2, from the OMol25 dataset.

```
8
Properties=species:S:1:pos:R:3:forces:R:3:nbo_charge:R:1
O -2.2322 0.1959 -0.0709 1.69 -0.69 -0.02 -0.551
C -1.0601 -0.1250 -0.0311 -1.51 0.98 -0.38 0.637
C 0.2773 0.5819 -0.0501 -1.84 0.17 0.96 -0.204
O 0.9804 -0.6675 -0.1132 -2.48 -1.24 -0.45 -0.352
N -0.4606 -1.3536 0.1397 1.80 0.44 -0.10 -0.354
H 0.3400 1.4280 -0.7211 0.81 -0.51 -0.93 0.222
H 0.3050 1.0070 0.9304 0.70 0.36 0.96 0.201
H -0.7771 -2.2003 -0.3582 0.84 0.48 -0.03 0.402
```
Forces are in eV/Å.

Computed properties:
structure (SMILES) = O=C1CON1
HOMO energy = -10.41 eV
LUMO energy = 0.013 hartree
Kohn-Sham gap = 10.8 eV
relative energy (zero: lowest compared OMol25 entry of this formula, charge and spin) = 3.3959 eV

=====

The following is a quantum chemistry calculation of an isolated molecule of C2H3NO2, from the OMol25 dataset.

```
8
Properties=species:S:1:pos:R:3:forces:R:3:nbo_charge:R:1
O -1.2994 -1.2020 -0.1550 -0.51 -0.21 0.00 -0.467
C -1.2400 -0.0194 0.0271 -0.87 0.20 0.48 0.360
C -0.0096 0.7639 -0.1110 -0.44 -2.66 0.12 -0.113
N 1.1704 0.3231 -0.1153 2.27 0.01 0.19 -0.040
O 1.3585 -1.0264 -0.0075 -0.79 -0.32 0.03 -0.524
H -2.1346 0.6137 0.3703 0.64 -0.72 -0.40 0.105
H -0.1482 1.7741 -0.1428 0.13 2.73 -0.19 0.194
H 2.3029 -1.2270 0.1343 -0.42 0.97 -0.23 0.486
```
Forces are in eV/Å.

Computed properties:
structure (SMILES) = O=C/C=N\O
HOMO energy = -9.68 eV
LUMO energy = -0.003 hartree
Kohn-Sham gap = 9.6 eV
relative energy (zero: lowest compared OMol25 entry of this formula, charge and spin) = 2.9733 eV

=====

The following is a quantum chemistry calculation of a 2-piece molecular cluster, C2H3NO2 overall, from the OMol25 dataset.

```
8
Properties=species:S:1:pos:R:3:forces:R:3:nbo_charge:R:1
C -0.7256 0.7826 0.8957 -0.77 0.12 0.05 0.076
C 1.0136 -1.1499 -0.7731 0.54 0.30 2.02 0.853
N 1.5355 -1.1004 0.3044 0.84 -0.49 0.62 -0.780
O -1.1884 1.2926 -0.1986 1.74 2.31 -2.45 -0.636
O 0.5792 -1.1519 -1.8228 -1.09 -0.19 -3.11 -0.507
H -1.7044 0.3677 1.2658 0.51 -0.23 0.35 0.073
H -0.5015 1.8636 -0.7937 -1.73 -2.10 2.17 0.494
H 0.9915 -0.9044 1.1223 -0.05 0.28 0.36 0.426
```
Forces are in eV/Å.

Computed properties:
HOMO energy = -9.22 eV
LUMO energy = 0.014 hartree
Kohn-Sham gap = 9.6 eV
relative energy (zero: lowest compared OMol25 entry of this formula, charge and spin) = 3.5841 eV

=====

The following is a quantum chemistry calculation of C2H3NO2S as an isolated structure, from the OMol25 dataset.

```
9
Properties=species:S:1:pos:R:3:forces:R:3:nbo_charge:R:1
C -0.2581 -0.6072 -0.5689 3.76 1.60 1.19 0.807
C -1.3281 -0.4413 0.4227 -0.57 -2.43 -1.19 -0.737
N 0.9097 0.6436 0.3375 -2.12 -2.21 -2.08 -0.936
O 0.2174 -1.1246 -1.4979 -1.43 -0.27 0.29 -0.457
O 2.9451 1.7986 0.1958 0.90 0.11 -1.50 -0.881
S 2.0269 0.9879 -0.6081 0.32 0.99 2.45 1.383
H -2.1022 -1.2645 0.2569 0.68 1.35 0.33 0.241
H -1.6165 0.5492 0.0695 -0.70 0.24 1.10 0.281
H -0.7942 -0.5417 1.3925 -0.85 0.62 -0.59 0.299
```
Forces are in eV/Å.

Computed properties:
HOMO energy = -9.69 eV
LUMO energy = -0.007 hartree
Kohn-Sham gap = 9.5 eV
relative energy (zero: lowest compared OMol25 entry of this formula, charge and spin) = 3.4505 eV

=====

The following is a quantum chemistry calculation of an isolated molecule of C2H3NO2S, from the OMol25 dataset.

```
9
Properties=species:S:1:pos:R:3:forces:R:3:nbo_charge:R:1
C -0.0202 1.5924 0.5429 1.52 1.03 -0.18 -0.597
C -0.8766 -0.7555 -0.3698 -1.68 -0.60 -0.58 -0.205
N 0.3363 -1.0488 -0.0188 0.66 -0.57 -1.61 0.332
O 0.8294 -1.9993 0.5903 -0.84 0.39 0.58 -0.446
O 1.3796 -0.2348 -0.6004 -0.33 0.23 -0.27 -0.561
S 1.4613 1.3436 -0.0158 -2.10 0.31 0.89 0.800
H -0.2126 2.5874 0.9832 0.40 -0.38 -0.19 0.212
H -1.6269 -1.4685 0.0477 0.81 0.73 -0.31 0.222
H -1.2703 -0.0164 -1.1593 1.56 -1.14 1.68 0.243
```
Forces are in eV/Å.

Computed properties:
HOMO energy = -8.75 eV
LUMO energy = -0.017 hartree
Kohn-Sham gap = 8.3 eV
relative energy (zero: lowest compared OMol25 entry of this formula, charge and spin) = 7.7455 eV

=====

The following is a quantum chemistry calculation of an isolated molecule of C2H3NO2S, from the OMol25 dataset.

```
9
Properties=species:S:1:pos:R:3:forces:R:3:nbo_charge:R:1
C -0.2415 0.1901 0.0630 -1.53 1.57 0.99 0.145
C 1.1554 0.2565 0.4574 2.09 2.42 -2.53 -0.255
N 0.5559 -0.8620 -0.2215 -0.37 -2.04 -0.06 -0.577
O -2.6163 -0.7978 -0.1928 -1.03 -1.27 0.28 -0.895
O -1.0617 1.0426 -0.6908 0.75 0.16 0.40 -0.614
S -1.9573 0.2468 0.5389 0.92 0.76 -0.84 1.414
H 1.8855 0.9424 -0.1890 -1.81 -1.31 1.51 0.198
H 1.5128 0.0094 1.3983 0.52 -0.08 1.78 0.205
H 0.7671 -1.0281 -1.1636 0.46 -0.21 -1.52 0.379
```
Forces are in eV/Å.

Computed properties:
HOMO energy = -9.45 eV
LUMO energy = 0.016 hartree
Kohn-Sham gap = 9.9 eV
relative energy (zero: lowest compared OMol25 entry of this formula, charge and spin) = 4.1938 eV

=====

The following is a quantum chemistry calculation of an isolated molecule of C2H3NO2S, from the OMol25 dataset.

```
9
Properties=species:S:1:pos:R:3:forces:R:3:nbo_charge:R:1
O 1.1346 -1.2378 -0.2663 -0.62 -0.72 -0.40 -0.542
C 0.0300 -1.0074 -0.6782 -0.44 -2.10 -0.73 0.716
O -0.9039 -1.9002 -1.3520 2.59 0.83 1.43 -0.693
C -0.7276 0.1626 -0.6065 0.03 5.38 2.71 -0.089
N -0.6881 1.2452 0.1572 0.75 -2.66 -0.94 -0.468
S 0.4749 1.4621 1.3213 1.58 -0.74 -0.44 0.249
H -0.4840 -2.7490 -1.2133 0.02 -0.86 -0.31 0.486
H -1.4935 0.2310 -1.2640 -2.39 -0.11 -1.97 0.203
H 1.5349 0.5821 0.8908 -1.52 0.98 0.66 0.137
```
Forces are in eV/Å.

Computed properties:
structure (SMILES) = O=C(O)/C=N\S
HOMO energy = -9.36 eV
LUMO energy = -0.026 hartree
Kohn-Sham gap = 8.7 eV
relative energy (zero: lowest compared OMol25 entry of this formula, charge and spin) = 2.1078 eV